The following is a quantum chemistry calculation of a 18-piece molecular cluster, C64H76F5N17O9P2S2 overall at a distorted geometry, from the OMol25 dataset.

ORCA input file:
```
! RIJCOSX wB97M-V def2-TZVPD def2/J DEFGRID3
* xyz 0 1
C -1.983 2.006 -8.133
C -2.181 1.315 -7.045
C -2.267 0.540 -5.644
C -3.622 -0.283 -5.416
P -4.969 -0.224 -6.739
O -4.441 -0.822 -8.080
C -3.698 -1.092 -4.052
P -5.325 -2.069 -3.752
C -6.627 -0.661 -3.537
O -5.715 -3.061 -5.099
C -2.522 -1.082 -2.964
C -2.781 -1.973 -1.648
C -3.684 -1.238 -0.516
C -5.048 -2.057 -0.204
C -5.231 -2.238 1.409
S -6.471 -0.972 1.977
O -6.830 -1.219 3.428
O -7.734 -1.108 1.149
O -5.770 0.542 1.688
C -1.187 -0.240 -3.183
C -1.108 0.575 -4.558
C 0.220 1.440 -4.791
O 0.296 2.450 -5.585
C 1.574 1.107 -3.975
C 2.947 1.637 -4.541
C 4.307 1.370 -3.758
C 5.684 1.958 -4.326
F 5.352 3.002 -5.323
F 6.393 0.901 -5.032
C 6.663 2.575 -3.222
C 6.324 3.830 -2.311
C 7.351 4.429 -1.260
C 8.792 3.791 -1.043
C 9.135 2.520 -1.938
C 10.614 1.901 -1.726
F 10.822 0.661 -2.405
F 11.531 2.868 -2.293
F 10.937 1.764 -0.316
C 8.102 1.930 -2.995
C 4.193 0.521 -2.441
C 2.807 -0.013 -1.872
S 2.892 -0.998 -0.305
C 2.193 0.042 1.103
O 2.154 -2.312 -0.464
O 4.326 -1.333 0.128
C 1.452 0.286 -2.610
C -0.006 -0.183 -2.068
O -0.221 -0.450 -0.848
H -1.949 2.415 -9.205
H -5.377 1.158 -6.958
H -6.181 -0.921 -6.373
H -6.316 -0.102 -2.562
H -6.559 0.135 -4.378
H -7.692 -1.061 -3.397
H -5.609 -3.992 -4.754
H -3.346 -2.943 -1.954
H -1.799 -2.355 -1.152
H -3.026 -1.204 0.444
H -3.891 -0.120 -0.772
H -5.040 -3.140 -0.632
H -5.931 -1.522 -0.706
H -4.216 -2.159 1.971
H -5.624 -3.301 1.630
H -5.908 0.732 0.716
H 2.994 2.223 -5.526
H 5.321 4.373 -2.402
H 7.132 5.361 -0.613
H 9.555 4.205 -0.292
H 8.418 1.012 -3.602
H 5.159 0.284 -1.874
H 3.000 0.344 1.863
H 1.676 0.940 0.591
H 1.355 -0.609 1.560
C 3.903 -2.079 4.095
C 2.866 -1.042 4.083
N 2.050 -0.229 4.071
H 4.372 -2.170 5.078
H 3.494 -3.060 3.840
H 4.698 -1.864 3.377
C -8.112 -5.696 -6.189
C -6.866 -5.903 -5.443
N -5.886 -6.066 -4.857
H -7.941 -5.711 -7.268
H -8.849 -6.471 -5.965
H -8.569 -4.733 -5.946
C 7.855 -2.970 2.812
C 7.322 -3.677 3.982
N 6.903 -4.233 4.903
H 8.940 -3.082 2.735
H 7.423 -3.348 1.882
H 7.642 -1.899 2.857
C -5.256 -2.908 6.559
C -5.197 -3.899 5.480
N -5.151 -4.679 4.630
H -6.211 -2.947 7.090
H -4.468 -3.069 7.299
H -5.139 -1.891 6.178
C -10.218 -0.899 3.174
C -11.512 -1.395 2.692
N -12.529 -1.786 2.315
H -10.158 0.191 3.119
H -10.041 -1.180 4.216
H -9.388 -1.299 2.586
C -5.643 1.332 7.391
C -5.042 0.323 8.270
N -4.568 -0.470 8.962
H -6.229 2.061 7.957
H -4.883 1.888 6.836
H -6.313 0.878 6.656
C 4.988 1.178 -8.273
C 3.700 0.690 -8.779
N 2.688 0.305 -9.176
H 5.051 2.267 -8.318
H 5.150 0.890 -7.231
H 5.823 0.783 -8.852
C -1.500 -5.601 -3.162
C -2.585 -4.715 -3.597
N -3.437 -4.019 -3.939
H -1.807 -6.230 -2.323
H -1.178 -6.267 -3.966
H -0.623 -5.033 -2.839
C 6.977 4.995 -10.310
C 6.967 3.544 -10.097
N 6.958 2.405 -9.925
H 5.980 5.375 -10.539
H 7.331 5.528 -9.425
H 7.631 5.276 -11.140
C 9.658 -6.911 4.064
C 10.285 -5.586 4.025
N 10.776 -4.544 3.994
H 10.293 -7.642 4.571
H 8.702 -6.888 4.594
H 9.463 -7.294 3.058
C -0.382 3.842 1.267
C 0.902 4.102 0.608
N 1.912 4.305 0.091
H -0.481 4.411 2.195
H -1.225 4.116 0.627
H -0.498 2.785 1.521
C -2.324 3.604 8.142
C -2.616 3.403 6.719
N -2.846 3.244 5.601
H -1.260 3.786 8.313
H -2.869 4.461 8.547
H -2.604 2.731 8.738
C 6.113 6.561 2.454
C 7.401 6.819 1.799
N 8.414 7.022 1.284
H 6.012 7.132 3.381
H 5.273 6.835 1.811
H 5.996 5.505 2.709
C 5.881 6.791 -5.972
C 5.601 6.622 -7.402
N 5.381 6.487 -8.526
H 6.944 6.969 -5.789
H 5.333 7.639 -5.553
H 5.597 5.905 -5.399
C -11.455 -3.588 6.233
C -10.478 -2.657 6.808
N -9.709 -1.925 7.258
H -12.329 -3.703 6.879
H -11.814 -3.243 5.259
H -11.026 -4.582 6.087
C 5.847 0.758 7.135
C 5.558 0.581 5.708
N 5.332 0.441 4.587
H 6.912 0.935 7.311
H 5.304 1.609 7.553
H 5.565 -0.124 7.716
C -8.528 -1.131 10.828
C -9.047 -1.823 12.012
N -9.455 -2.367 12.943
H -7.443 -1.238 10.742
H -8.966 -1.524 9.906
H -8.746 -0.060 10.859
*
```

Output
- Kohn-Sham gap: 6.22 eV
- ΔE to the lowest compared entry with this formula, charge and spin: 508.6 kcal per mole

Here are the Mulliken charges for atoms 1 to 2, given in e: -0.425, -0.773


The following is a quantum chemistry calculation of C19H15GaN4O3 as an isolated structure, from the OMol25 dataset.

ORCA input file:
```
! RIJCOSX wB97M-V def2-TZVPD def2/J DEFGRID3
* xyz 0 1
Ga -0.117 -0.169 -0.246
O 2.765 2.623 0.249
C 2.021 1.702 -0.056
N 0.699 1.577 0.050
C -0.238 2.594 0.300
C 0.047 3.866 0.773
C -0.985 4.789 0.915
C -2.286 4.446 0.586
C -2.584 3.173 0.108
C -1.567 2.241 -0.032
N -1.718 0.918 -0.491
C -2.808 0.376 -1.037
O -3.907 0.858 -1.269
C -2.569 -1.093 -1.370
C -3.612 -1.907 -1.765
C -3.366 -3.256 -1.948
C -2.091 -3.757 -1.717
C -1.098 -2.881 -1.332
N -1.331 -1.573 -1.194
C 2.613 0.481 -0.758
C 3.974 0.405 -0.985
C 4.472 -0.666 -1.704
C 3.594 -1.629 -2.183
C 2.250 -1.490 -1.907
N 1.769 -0.461 -1.207
H 1.067 4.121 1.018
H -0.763 5.782 1.285
H -3.082 5.171 0.694
H -3.593 2.898 -0.161
H -4.587 -1.461 -1.897
H -4.166 -3.922 -2.245
H -1.872 -4.810 -1.820
H -0.096 -3.218 -1.102
H 4.597 1.199 -0.597
H 5.533 -0.750 -1.900
H 3.941 -2.473 -2.763
H 1.529 -2.215 -2.261
C 0.959 -1.061 2.258
O 0.146 -1.306 1.142
H 1.507 -0.112 2.189
H 1.694 -1.864 2.374
H 0.355 -1.022 3.170
*
```

Output
- Kohn-Sham gap: 7.25 eV

Here are the Mulliken charges for atoms 1 to 2, given in e: 0.172, -0.756


The following is a quantum chemistry calculation of C24H38GeIrN2O3S2 as an isolated structure, from the OMol25 dataset.

ORCA input file:
```
! RIJCOSX wB97M-V def2-TZVPD def2/J DEFGRID3
* xyz 1 5
Ir -0.428 -0.469 -0.048
C 1.743 2.178 -2.842
C 0.598 1.177 -2.744
C 1.048 -0.185 -3.242
C -0.614 1.681 -3.514
O 0.235 1.037 -1.345
Ge 0.329 2.402 0.075
O 1.048 0.914 1.052
C 2.333 0.886 1.709
C 3.414 0.471 0.721
C 2.643 2.274 2.263
C 2.218 -0.111 2.853
O -1.315 1.561 0.518
C -2.266 2.044 1.498
C -3.501 1.164 1.392
C -1.645 1.965 2.887
C -2.617 3.483 1.139
H 2.088 2.247 -3.874
H 2.585 1.861 -2.223
H 1.430 3.175 -2.529
H 1.330 -0.131 -4.294
H 0.240 -0.915 -3.155
H 1.914 -0.534 -2.675
H -0.347 1.876 -4.554
H -0.982 2.611 -3.078
H -1.424 0.951 -3.507
H 3.450 1.162 -0.123
H 3.235 -0.535 0.335
H 4.393 0.470 1.203
H 2.778 3.007 1.466
H 3.566 2.243 2.842
H 1.841 2.616 2.921
H 2.053 -1.122 2.471
H 1.382 0.158 3.501
H 3.131 -0.122 3.449
H -3.275 0.130 1.658
H -3.898 1.191 0.376
H -4.275 1.518 2.074
H -1.371 0.937 3.130
H -2.348 2.324 3.640
H -0.745 2.582 2.944
H -2.990 3.540 0.116
H -1.750 4.140 1.233
H -3.391 3.857 1.810
S 1.464 -2.309 -0.246
C 1.127 -3.199 1.166
C 2.005 -4.240 1.514
C 1.808 -4.981 2.669
C 2.726 -6.031 3.010
N 3.461 -6.874 3.270
C 0.709 -4.692 3.488
C -0.183 -3.668 3.140
C 0.014 -2.923 1.998
S -1.165 -1.657 1.657
C 0.477 -5.441 4.687
N 0.291 -6.041 5.649
H 2.849 -4.459 0.874
H -1.031 -3.471 3.782
C -2.358 -2.349 -3.335
C -1.673 -2.383 -1.966
C -2.103 -3.616 -1.180
C -2.000 -1.068 -1.230
H -2.162 -3.270 -3.883
H -2.006 -1.511 -3.939
H -3.439 -2.249 -3.214
H -0.593 -2.460 -2.150
H -3.182 -3.604 -1.010
H -1.613 -3.684 -0.209
H -1.862 -4.524 -1.734
H -2.911 -1.168 -0.641
H -2.124 -0.235 -1.922
*
```

Output
- ⟨S²⟩: 6.0365
- Kohn-Sham gap (alpha / beta): 7.50 / 4.78 eV
- ΔE to the lowest compared entry with this formula, charge and spin: 0.0 kcal per mole

Here are the Mulliken charges for atoms 1 to 2, given in e: 2.460, -1.874


The following is a quantum chemistry calculation of an isolated ion of composition C4H8NO2 and charge +1 at a distorted geometry, from the OMol25 dataset.

ORCA input file:
```
! RIJCOSX wB97M-V def2-TZVPD def2/J DEFGRID3
* xyz 1 1
C -2.474 0.434 -0.071
N -1.244 0.214 0.145
C -0.736 -1.060 0.137
C 0.540 -1.479 0.183
O 1.682 -0.816 0.069
C 1.954 0.568 -0.360
O 1.142 1.453 0.294
H -2.912 1.431 -0.050
H -3.106 -0.424 -0.373
H -0.447 1.087 0.323
H -1.578 -1.755 0.061
H 0.924 -2.589 0.044
H 3.030 0.611 -0.244
H 1.679 0.709 -1.331
H 1.546 1.616 1.173
*
```

Output
- Kohn-Sham gap: 8.92 eV
- ΔE to the lowest compared entry with this formula, charge and spin: 67.3 kcal per mole
- SMILES: C=[NH+]/C=C\OCO

Here are the Mulliken charges for atoms 1 to 2, given in e: -0.092, -0.025